116
Properties=species:S:1:pos:R:3:forces:R:3:lowdin_charge:R:1 method="wB97M-V/def2-TZVPD" largest_force_ev_per_a=1.68 de_lowest_kcal_mol=8.3 total_charge=+2 e_tot_ev=-374009.699 lumo_energy_ev=-5.5 orbital_gap_ev=6.9 molar_mass_g_mol=1129.5
Y -0.2004 -0.8457 -0.2079 1.106 -1.057 0.706 1.002
C -4.1351 -1.9794 -0.0797 -0.037 -0.046 0.019 -0.272
As -2.9684 -0.4974 -0.5112 -0.834 0.039 -0.303 1.037
C -3.7959 0.8750 0.5772 -0.039 -0.011 0.032 -0.271
C -3.6239 0.1134 -2.2446 -0.066 0.031 -0.035 -0.336
C -3.1316 -0.5556 -3.5375 -0.019 0.012 -0.118 -0.651
C -3.2342 -2.0800 -3.4121 0.032 -0.069 0.009 -0.078
C -1.7073 -0.1335 -3.9396 -0.015 -0.012 -0.056 -0.343
As -0.1497 -0.9187 -3.0575 -0.248 0.138 -0.573 1.051
C 0.1472 -2.4979 -4.1276 0.042 -0.129 -0.061 -0.279
C 1.2134 0.2162 -3.8430 0.012 -0.033 -0.013 -0.269
C -4.0818 -0.1361 -4.6838 0.043 -0.059 0.091 -0.379
As -4.3600 1.7158 -5.3603 -0.095 0.052 -0.145 1.153
C -3.7262 2.9386 -3.9629 0.004 0.077 0.040 -0.355
C -2.7747 1.8633 -6.5034 0.064 -0.001 0.003 -0.344
H -5.1539 -1.7243 -0.3638 -0.067 -0.045 0.016 0.045
H -4.0935 -2.1435 0.9962 -0.015 -0.047 0.026 0.031
H -3.8252 -2.8843 -0.5959 -0.015 -0.035 0.007 0.017
H -4.8417 0.9500 0.2857 -0.053 0.071 0.030 0.047
H -3.2993 1.8292 0.4205 -0.007 0.040 0.006 0.015
H -3.7404 0.6006 1.6286 0.004 0.001 0.031 0.025
H -3.4165 1.1828 -2.2554 -0.007 -0.012 -0.047 0.029
H -4.7092 0.0076 -2.1794 -0.060 0.015 -0.048 0.096
H -2.5856 -2.4828 -2.6230 0.022 0.062 0.020 0.036
H -2.9588 -2.5711 -4.3475 -0.013 0.036 -0.014 0.094
H -4.2555 -2.3829 -3.1731 -0.005 0.037 -0.009 0.098
H -1.5795 0.9459 -3.8507 -0.062 0.040 0.023 0.039
H -1.5488 -0.3700 -4.9940 -0.053 0.006 -0.060 0.084
H 0.2614 -2.1777 -5.1610 0.019 -0.085 -0.083 0.047
H -0.6921 -3.1842 -4.0563 -0.001 -0.039 -0.027 0.015
H 1.0571 -2.9951 -3.7968 0.031 -0.037 -0.031 0.035
H 0.9696 0.3435 -4.8960 0.061 0.055 -0.058 0.046
H 2.1823 -0.2702 -3.7574 0.042 0.009 -0.019 0.023
H 1.2466 1.1833 -3.3495 0.002 0.031 -0.001 0.009
H -5.0856 -0.4983 -4.4493 0.001 -0.004 0.050 0.064
H -3.7795 -0.6676 -5.5924 -0.039 -0.039 0.014 0.072
H -4.4328 2.9882 -3.1353 0.019 0.002 0.002 0.019
H -3.7063 3.9204 -4.4380 0.001 0.003 0.029 0.027
H -2.7231 2.7247 -3.5920 -0.001 0.021 -0.003 -0.012
H -2.7907 1.0641 -7.2445 0.017 0.019 -0.005 0.024
H -1.8426 1.8235 -5.9397 -0.004 0.021 -0.056 0.004
H -2.8227 2.8144 -7.0321 -0.003 -0.008 -0.005 0.024
C 2.6935 6.4452 2.5800 0.058 0.032 0.070 -0.060
C 1.6826 6.0888 1.4920 0.004 -0.099 0.005 -0.559
C 0.3248 6.6939 1.8731 -0.065 0.035 0.005 -0.040
C 2.1635 6.6971 0.1680 0.008 0.035 -0.072 -0.041
C 1.5263 4.5747 1.3286 -0.002 0.016 0.019 -0.152
C 0.6687 4.0791 0.3515 0.038 -0.040 0.050 -0.067
C 0.5444 2.7137 0.2391 -0.130 0.251 -0.140 -0.491
Br -0.6183 2.0050 -1.1173 -0.053 0.152 -0.019 0.883
C 1.2042 1.7758 1.0230 -0.176 -0.616 -0.187 -0.359
O 0.9649 0.4672 0.7926 0.601 1.129 0.681 -0.352
C 2.0855 2.2576 1.9939 0.200 0.236 0.176 -0.077
C 2.2078 3.6469 2.1151 0.021 -0.081 0.018 0.050
C 2.9242 1.2980 2.8505 -0.026 0.082 -0.038 -0.519
C 2.0237 0.3713 3.6776 -0.038 -0.001 0.080 -0.039
C 3.8216 0.4621 1.9256 0.056 -0.041 -0.037 -0.029
C 3.8267 2.0491 3.8315 0.055 0.026 0.039 -0.055
H 2.7719 7.5313 2.6510 0.006 -0.034 0.011 0.093
H 3.6914 6.0584 2.3574 -0.044 0.013 -0.014 0.092
H 2.3889 6.0747 3.5622 -0.005 0.011 -0.042 0.091
H 0.4155 7.7757 1.9905 0.006 -0.031 -0.007 0.093
H -0.0372 6.2808 2.8173 0.021 0.002 -0.017 0.092
H -0.4352 6.5082 1.1104 0.044 -0.001 0.011 0.079
H 2.3040 7.7735 0.2837 -0.010 -0.024 -0.005 0.092
H 1.4456 6.5466 -0.6419 0.011 -0.009 0.052 0.079
H 3.1168 6.2633 -0.1420 -0.017 0.003 0.028 0.094
H 0.1135 4.7384 -0.3036 0.025 -0.029 0.028 0.112
H 2.8833 4.0292 2.8643 -0.017 -0.024 -0.018 0.089
H 1.3977 -0.2591 3.0469 0.031 0.032 -0.022 0.044
H 1.3763 0.9554 4.3383 0.018 -0.023 -0.037 0.096
H 2.6415 -0.2729 4.3104 -0.030 0.013 -0.032 0.093
H 3.2250 -0.0912 1.1986 0.021 0.040 0.049 0.056
H 4.4102 -0.2476 2.5172 -0.039 0.039 -0.015 0.086
H 4.5197 1.1056 1.3848 -0.026 -0.016 0.017 0.101
H 3.2528 2.6563 4.5352 0.002 -0.036 -0.025 0.095
H 4.5412 2.6986 3.3219 -0.025 -0.029 -0.008 0.094
H 4.4002 1.3261 4.4152 -0.012 0.017 -0.021 0.093
Se -1.3370 -6.6636 5.2229 -0.066 -0.101 0.085 1.206
N -1.3972 -4.8851 5.3284 0.085 -0.335 -0.196 -0.201
C -1.2843 -4.4490 4.1023 -0.014 0.498 -0.137 -0.344
C -1.2894 -3.0222 3.7530 -0.162 -0.326 0.325 -0.070
C -1.4482 -2.0227 4.7147 -0.021 -0.013 0.123 0.045
C -1.4535 -0.7038 4.3227 0.006 0.036 -0.004 -0.005
C -1.2744 -0.4120 2.9754 -0.036 -0.026 -0.006 -0.122
N -1.1420 -1.3546 2.0473 0.194 -0.028 -0.104 0.019
C -1.1620 -2.6484 2.4238 0.071 -0.114 -0.406 -0.154
C -1.0179 -3.6669 1.3577 -0.035 0.433 0.084 -0.155
N -0.8647 -3.2228 0.0942 -0.020 -0.183 0.093 0.020
C -0.7379 -4.1192 -0.8806 -0.011 0.002 0.115 -0.111
C -0.7702 -5.4906 -0.6607 -0.001 -0.008 -0.067 -0.001
C -0.9128 -5.9457 0.6307 0.016 -0.138 -0.017 0.039
C -1.0299 -5.0209 1.6663 -0.087 -0.307 0.408 -0.077
C -1.1616 -5.4358 3.0716 0.024 0.143 -0.509 -0.344
N -1.1715 -6.6870 3.4480 0.019 0.193 0.330 -0.203
H -1.5634 -2.3065 5.7539 0.001 0.011 -0.037 0.133
H -1.5726 0.0989 5.0370 0.008 -0.019 -0.005 0.127
H -1.2179 0.6148 2.6326 0.004 0.016 -0.003 0.125
H -0.5912 -3.7311 -1.8800 -0.006 0.026 -0.015 0.076
H -0.6750 -6.1736 -1.4936 -0.003 0.011 0.024 0.124
H -0.9327 -7.0037 0.8637 0.001 0.043 -0.014 0.133
C 2.4986 -3.1862 1.9456 0.153 0.002 -0.022 0.003
N 3.4194 -2.8885 0.8534 0.146 -0.055 -0.037 -0.114
C 4.8177 -3.2738 1.0607 -0.175 0.042 0.029 -0.001
C 2.9764 -2.3021 -0.2471 -0.120 0.016 -0.031 -0.460
C 3.9334 -1.8980 -1.3307 0.076 -0.034 0.010 0.036
O 1.7470 -2.0801 -0.3960 -0.231 0.110 -0.011 -0.145
H 3.0741 -3.2251 2.8685 -0.029 -0.026 0.006 0.105
H 2.0042 -4.1473 1.7912 -0.022 -0.001 -0.011 0.103
H 1.7559 -2.3980 2.0343 -0.019 0.035 -0.001 0.069
H 4.8501 -4.3061 1.4049 0.007 -0.011 0.014 0.106
H 5.2736 -2.6324 1.8147 0.017 0.009 0.008 0.099
H 5.3817 -3.2043 0.1389 0.013 -0.001 -0.005 0.085
H 4.7878 -1.3540 -0.9306 -0.014 0.010 0.009 0.099
H 3.4043 -1.2605 -2.0311 -0.020 0.002 -0.014 0.070
H 4.3108 -2.7730 -1.8643 -0.024 0.012 0.019 0.107


120
Properties=species:S:1:pos:R:3:forces:R:3:lowdin_charge:R:1 method="wB97M-V/def2-TZVPD" largest_force_ev_per_a=1.35 smiles="CCOCCOc1c2c(c(CCCO)c([PH2]=N)c1P(=N)(O)O)Sc1c(C)c(Cc3ccc(C)cc3)cc([C@@H](Br)[C@@H](C)Br)c1N2CC(=O)Cl.CCOCC.CCOCC" total_charge=0 e_tot_ev=-246392.454 lumo_energy_ev=0.0 orbital_gap_ev=8.4 molar_mass_g_mol=1014.2
C 2.4524 0.5909 5.3156 0.011 0.053 -0.251 -0.058
C 3.2784 0.1701 4.0955 -0.188 0.233 -0.242 -0.255
O 2.6988 0.6151 2.8740 -0.035 -0.142 -0.012 -0.163
C 3.0237 1.9443 2.5432 -0.081 0.014 0.122 -0.194
C 2.1582 2.3826 1.3862 -0.100 0.117 -0.169 -0.142
O 2.8193 2.2028 0.1358 -0.103 0.091 -0.064 -0.062
C 2.3142 1.2852 -0.7217 -0.490 0.022 -0.379 -0.203
C 1.0951 1.5823 -1.3876 0.301 -0.290 0.246 -0.145
C 0.6337 0.7287 -2.3801 0.268 -0.157 0.371 -0.341
C 1.2969 -0.4863 -2.6649 0.000 0.344 0.300 -0.222
C 0.6751 -1.4368 -3.6610 -0.264 -0.124 -0.029 -0.214
C -0.0096 -2.6431 -2.9928 0.345 0.033 0.040 -0.194
C -0.1023 -3.8337 -3.9243 -0.219 0.033 -0.165 -0.280
O -0.5273 -5.0234 -3.2817 -0.088 -0.001 -0.003 -0.057
C 2.4823 -0.7729 -1.9771 -0.023 0.210 -0.529 -0.247
P 3.2780 -2.3916 -2.2896 0.339 -0.594 1.167 0.763
N 3.4736 -3.2341 -0.9879 0.059 -0.001 -0.523 -0.256
C 3.0429 0.1377 -1.0417 -0.196 -0.139 -0.062 -0.133
P 4.6735 -0.0559 -0.2311 0.135 0.817 0.172 0.508
N 5.3986 1.2487 0.1728 0.110 -0.758 0.055 -0.130
O 5.5440 -0.8411 -1.3271 -0.243 -0.339 -0.187 -0.193
O 4.3906 -1.1261 0.9158 0.323 -0.015 -0.078 -0.139
S -0.7727 1.2004 -3.3220 0.005 -0.043 -0.080 1.130
C -1.6985 2.0599 -2.0968 -0.042 0.101 0.166 -0.354
C -3.0932 2.0189 -2.1795 0.031 0.192 0.200 -0.209
C -3.7922 1.2965 -3.2977 0.032 0.175 0.056 -0.037
C -3.8292 2.6920 -1.1922 0.251 -0.027 -0.066 -0.174
C -5.3331 2.7041 -1.2043 0.083 -0.143 -0.124 -0.096
C -5.9839 1.3503 -1.0146 -0.029 -0.206 0.077 -0.227
C -5.3277 0.2991 -0.3784 -0.180 0.200 -0.084 -0.031
C -5.9597 -0.9242 -0.1904 -0.015 0.132 -0.027 -0.037
C -7.2649 -1.1355 -0.6240 0.067 0.154 -0.087 -0.281
C -7.9618 -2.4481 -0.3931 0.102 0.146 -0.005 -0.054
C -7.9161 -0.0827 -1.2682 0.173 -0.022 0.101 -0.042
C -7.2864 1.1396 -1.4580 -0.006 -0.173 0.038 -0.037
C -3.1576 3.3508 -0.1764 0.059 -0.190 -0.027 -0.030
C -1.7728 3.3728 -0.0799 -0.042 0.006 -0.384 -0.287
C -1.1348 3.9978 1.1302 0.240 -0.510 0.032 -0.634
Br -1.9191 5.7392 1.5128 0.020 0.229 0.029 0.777
C -1.1216 3.0851 2.4059 -0.282 0.451 0.285 -0.695
C -2.0355 3.4826 3.5590 0.037 -0.408 0.030 -0.198
Br -1.5225 1.2172 1.9836 0.168 -0.164 -0.082 0.794
C -1.0177 2.7455 -1.0851 -0.315 0.202 0.304 -0.209
N 0.4200 2.8047 -1.0720 -0.007 -0.192 -0.582 -0.013
C 1.0465 3.9576 -1.7717 0.236 0.024 0.656 -0.115
C 0.0868 4.7705 -2.6173 -0.123 -0.226 -0.569 -0.777
O -0.2808 4.5018 -3.7129 0.113 0.044 0.338 0.070
Cl -0.4405 6.2551 -1.8282 -0.115 0.229 0.125 0.699
H 1.9346 -0.2592 5.7497 -0.029 -0.031 0.108 0.070
H 3.0634 1.0730 6.0740 0.008 -0.036 0.139 0.071
H 1.6921 1.3012 4.9910 -0.034 0.054 0.051 0.070
H 3.3186 -0.9117 4.0059 0.123 -0.094 0.043 0.116
H 4.2940 0.5676 4.1640 0.171 -0.097 0.038 0.113
H 4.0732 2.0246 2.2438 -0.030 0.124 0.136 0.106
H 2.8491 2.6158 3.3925 -0.026 -0.001 0.092 0.128
H 1.9337 3.4461 1.4703 0.006 0.094 0.004 0.123
H 1.2306 1.8163 1.3943 -0.154 -0.047 0.092 0.088
H 1.4002 -1.7723 -4.4004 0.062 0.017 -0.024 0.107
H -0.0962 -0.9124 -4.2135 0.059 0.080 -0.227 0.061
H -1.0062 -2.3478 -2.6647 -0.047 0.000 0.161 0.127
H 0.5657 -2.9393 -2.1109 -0.094 -0.033 0.131 0.101
H 0.8668 -4.0159 -4.3983 0.092 -0.039 0.033 0.106
H -0.8135 -3.6145 -4.7256 0.017 0.004 -0.088 0.123
H -0.6212 -4.8570 -2.3406 0.064 -0.010 0.055 0.080
H 4.4247 -2.1240 -3.0631 -0.199 0.014 -0.333 0.006
H 2.4389 -3.0315 -3.1980 0.030 0.237 -0.243 -0.005
H 4.4381 -3.4679 -0.7931 -0.054 0.020 0.196 -0.040
H 5.5562 1.3668 1.1638 -0.013 0.266 -0.128 -0.026
H 5.3513 -0.5840 -2.2349 0.200 0.197 -0.009 0.055
H 5.0909 -1.0459 1.5775 -0.093 -0.108 0.119 0.085
H -4.6632 1.8634 -3.6199 -0.090 -0.027 -0.024 0.087
H -4.1389 0.3175 -2.9682 -0.011 -0.084 -0.028 0.095
H -3.1485 1.1699 -4.1619 -0.004 -0.059 -0.071 0.046
H -5.6662 3.1223 -2.1564 -0.148 0.081 0.019 0.122
H -5.6812 3.3708 -0.4156 -0.037 0.116 -0.005 0.125
H -4.3121 0.4530 -0.0364 0.065 -0.099 0.065 0.104
H -5.4220 -1.7237 0.3027 0.005 -0.070 0.029 0.109
H -8.6134 -2.3791 0.4776 -0.070 -0.060 0.046 0.082
H -8.5724 -2.7200 -1.2512 -0.063 -0.056 -0.034 0.076
H -7.2404 -3.2419 -0.2138 0.003 -0.079 0.015 0.074
H -8.9274 -0.2289 -1.6259 -0.049 0.023 -0.025 0.110
H -7.8159 1.9385 -1.9623 -0.015 0.045 -0.034 0.113
H -3.7386 3.8502 0.5879 -0.013 0.037 0.021 0.098
H -0.1058 4.2334 0.9036 0.178 0.017 -0.090 0.056
H -0.1048 3.0746 2.7873 0.083 -0.164 -0.094 0.068
H -1.6497 4.3614 4.0685 -0.116 0.197 -0.111 0.065
H -3.0578 3.6402 3.2271 -0.061 0.156 -0.021 0.066
H -2.0575 2.6719 4.2849 0.051 -0.014 0.061 0.051
H 1.8335 3.5968 -2.4316 -0.044 -0.071 -0.131 0.145
H 1.5175 4.6106 -1.0371 -0.030 0.081 -0.009 0.107
C 9.2098 -5.0310 -5.4184 -0.080 -0.036 0.005 -0.080
C 8.6744 -3.6400 -5.1264 0.077 0.026 0.001 -0.282
O 7.2635 -3.5723 -5.0180 -0.048 0.055 -0.043 -0.162
C 6.6803 -4.3614 -3.9972 -0.065 -0.066 0.061 -0.284
C 7.1514 -4.0157 -2.5955 0.031 0.088 -0.010 -0.077
H 8.7657 -5.4275 -6.3322 0.007 0.000 -0.008 0.081
H 10.2918 -4.9908 -5.5465 0.011 0.013 -0.018 0.076
H 8.9990 -5.7312 -4.6092 0.036 0.018 0.024 0.066
H 8.9211 -2.9701 -5.9500 -0.005 0.008 -0.006 0.118
H 9.1501 -3.2279 -4.2293 -0.015 -0.030 0.025 0.108
H 6.8250 -5.4289 -4.1983 0.051 0.008 -0.006 0.109
H 5.6087 -4.1733 -4.0820 -0.007 -0.014 0.001 0.102
H 8.2153 -4.2093 -2.4546 -0.003 -0.062 -0.014 0.069
H 6.6075 -4.6148 -1.8641 -0.030 -0.004 -0.006 0.076
H 6.9748 -2.9607 -2.3798 -0.019 0.008 0.036 0.064
C -4.3642 -0.5077 8.3888 0.070 -0.023 -0.050 -0.080
C -4.5750 0.7650 7.5867 -0.073 0.013 0.050 -0.284
O -3.5932 0.9944 6.5930 0.056 0.071 -0.019 -0.165
C -3.4782 0.0008 5.5898 0.029 -0.067 -0.085 -0.284
C -4.7418 -0.2153 4.7751 -0.059 0.060 0.072 -0.075
H -3.3800 -0.5045 8.8588 0.000 0.001 0.011 0.081
H -5.1220 -0.5829 9.1693 -0.001 0.017 0.017 0.076
H -4.4391 -1.4017 7.7686 -0.046 0.002 0.003 0.066
H -4.5095 1.6302 8.2465 0.003 0.011 -0.002 0.118
H -5.5791 0.7769 7.1473 0.008 -0.035 -0.022 0.107
H -3.1303 -0.9456 6.0198 -0.049 -0.001 0.025 0.110
H -2.6857 0.3569 4.9328 0.058 0.009 -0.014 0.083
H -5.5657 -0.5917 5.3831 0.016 -0.047 -0.006 0.066
H -4.5530 -0.9435 3.9857 0.022 0.011 -0.021 0.075
H -5.0629 0.7200 4.3140 0.007 -0.001 -0.023 0.080